No. 1
Computed, not measured: a molecular structure, C2H2O2Pm at a distorted geometry, with ωB97M-V with the def2-TZVPD basis set.

Geometry as XYZ:
```
7
Properties=species:S:1:pos:R:3:lowdin_spin:R:1
C 0.6332 -0.7480 -0.5898 -0.002
C 0.4453 -1.6110 -1.4046 -0.007
O -2.9390 2.5390 1.6760 0.933
Pm -0.8907 1.7856 1.4406 4.084
H 0.3150 -2.3644 -2.1604 0.000
O 0.7618 0.1698 0.3521 -0.008
H 1.6744 0.2291 0.6861 0.000
```

Output
* charge: +2
* E_HOMO (alpha / beta): -18.182 / -18.214 eV
* <S²>: 8.765
* LUMO level (alpha / beta): -13.12 / -12.14 eV
* multiplicity: 6
* energy above the lowest of the compared OMol25 structures with the same formula, charge and spin: 506.5 kJ/mol
* maximum force: 3.2 eV/A
* Kohn-Sham gap (alpha / beta): 5.1 / 6.1 eV

=====

No. 2
Computed, not measured: a molecular structure, HN2P at a distorted geometry, with ωB97M-V with the def2-TZVPD basis set.

Geometry as XYZ:
```
4
Properties=species:S:1:pos:R:3:mulliken_charge:R:1
N 0.7955 -0.5573 0.5809 -0.063
N 0.7053 -0.5631 -0.6199 -0.066
P 0.0800 0.9598 0.0167 0.110
H -1.5808 0.1607 0.0223 0.018
```

Output
* E_HOMO: -9.831 eV
* LUMO level: 0.20 eV
* energy above the lowest of the compared OMol25 structures with the same formula, charge and spin: 130.0 kJ/mol
* maximum force: 4.2 eV/A
* Kohn-Sham gap: 10.0 eV

=====

No. 3
Computed, not measured: a single C4H7NOS molecule at a distorted geometry, with ωB97M-V with the def2-TZVPD basis set.

Geometry as XYZ:
```
14
Properties=species:S:1:pos:R:3:mulliken_charge:R:1
C -0.4310 -0.2001 -0.3617 -0.588
C -0.3288 0.8122 0.4886 0.644
C -1.5789 -0.1827 -1.3664 -0.398
C 1.5797 0.3668 1.7941 -0.740
N -2.1031 1.2173 -1.3539 -0.451
O 0.4664 1.2200 1.4108 -0.410
S -1.7641 1.9929 0.1598 -0.103
H 0.0517 -1.1250 -0.4597 0.374
H -1.3727 -0.2323 -2.5398 0.283
H -2.3002 -0.9509 -0.9631 0.191
H 2.0475 0.8778 2.5081 0.285
H 2.0332 0.1919 0.8398 0.347
H 1.3354 -0.7303 2.1417 0.253
H -1.7460 1.9146 -1.9742 0.314
```

Output
* E_HOMO: -7.833 eV
* LUMO level: 0.88 eV
* energy above the lowest of the compared OMol25 structures with the same formula, charge and spin: 314.2 kJ/mol
* structure (SMILES): COC1=CCNS1
* maximum force: 5.8 eV/A
* Kohn-Sham gap: 8.7 eV

=====

No. 4
Computed, not measured: 2 unconnected molecules or ions with the total composition C5H13O2PS at a distorted geometry, with ωB97M-V with the def2-TZVPD basis set.

Geometry as XYZ:
```
22
Properties=species:S:1:pos:R:3:mulliken_charge:R:1
C 1.6186 0.6430 -2.6697 -0.737
C -0.5396 2.9096 1.0929 -1.300
C -0.5493 -2.5851 0.5158 -0.903
C -0.2762 1.4496 1.4203 0.282
C -0.2593 -2.5223 -0.9437 -0.180
O -1.3769 0.6837 1.1307 -0.438
O 0.1710 -1.2601 -1.4347 -0.304
P 1.5085 -0.3454 -1.3271 0.579
S 2.9058 -1.1296 -0.2743 -0.321
H 0.5966 0.8674 -3.1089 0.252
H 2.2186 1.5166 -2.3705 0.280
H -0.7287 3.2983 0.0947 0.340
H -1.4995 3.1207 1.6504 0.357
H 0.2556 3.4769 1.5122 0.352
H -0.6201 -3.5334 0.9594 0.422
H 0.3464 -2.1909 0.9459 0.231
H -1.3917 -1.9843 0.8898 0.175
H -0.1312 1.4460 2.5697 0.166
H 0.5837 1.0257 0.9371 -0.029
H -1.2017 -2.7971 -1.4884 0.247
H 0.4969 -3.3435 -1.1161 0.262
H -2.1274 1.2543 1.0146 0.270
```

Output
* E_HOMO: -8.817 eV
* LUMO level: -0.29 eV
* energy above the lowest of the compared OMol25 structures with the same formula, charge and spin: 13.2 kJ/mol
* structure (SMILES): C=P(=S)OCC.CCO
* maximum force: 2.7 eV/A
* Kohn-Sham gap: 8.5 eV

=====

Number 1: total energy -22730.477 eV. Number 2: total energy -12281.916 eV. Number 3: total energy -18631.293 eV. Number 4: total energy -29613.079 eV.